Entry 1:
Entry from OMol25: 2 unconnected molecules or ions with the total composition C22H18F4N in a non-equilibrium geometry (wB97M-V/def2-TZVPD).

Geometry as XYZ:
```
45
Properties=species:S:1:pos:R:3:forces:R:3:nbo_charge:R:1
F -1.3967 -2.2507 -5.7851 0.342 1.490 0.824 -0.3057
C -1.1906 -1.0537 -5.1341 -0.161 -0.964 -0.300 0.4175
C -1.1499 0.1116 -5.8992 0.048 0.133 0.764 -0.2560
C -0.9809 1.3039 -5.1886 0.051 0.857 -0.763 0.4074
F -0.9331 2.4782 -5.9082 -0.076 -1.448 0.957 -0.3046
C -0.8615 1.3632 -3.8085 -0.011 -0.279 0.466 -0.2144
C -0.8983 0.1637 -3.0437 0.268 -0.263 -1.578 -0.1240
C -0.8230 0.2042 -1.6085 -1.629 0.158 0.603 0.0884
C -1.1546 -0.9122 -0.8323 0.105 -0.459 0.475 -0.3145
C -1.1463 -0.9446 0.5577 -0.035 0.560 -0.821 0.0686
C -1.3912 -2.1237 1.3313 -0.358 -1.361 0.789 -0.1218
C -1.4751 -2.0438 2.7504 0.142 0.214 -0.510 -0.2006
C -1.6805 -3.1951 3.4927 -0.121 -0.192 1.047 0.4044
F -1.7495 -3.1019 4.8652 0.094 -0.051 -1.707 -0.3052
C -1.8242 -4.4627 2.9191 0.098 0.649 -0.296 -0.2567
C -1.7584 -4.5194 1.5271 -0.100 -0.736 -0.687 0.4151
F -1.9067 -5.7443 0.9146 0.194 1.474 0.769 -0.3075
C -1.5489 -3.4057 0.7244 0.052 0.350 0.302 -0.2201
C -1.0418 -1.0702 -3.7525 -0.006 0.492 0.098 -0.2236
H -1.2504 0.0910 -6.9795 0.006 0.033 0.170 0.2764
H -0.7690 2.3245 -3.2998 -0.029 -0.205 -0.312 0.2395
H -0.7925 1.1750 -1.1208 -0.078 -0.430 -0.204 0.2487
H -1.4827 -1.8214 -1.3477 0.440 0.418 0.223 0.2154
H -0.9529 -0.0148 1.1034 0.103 -0.261 -0.139 0.2343
H -1.3751 -1.0737 3.2367 -0.012 -0.327 0.032 0.2478
H -1.9783 -5.3546 3.5175 0.018 0.160 -0.063 0.2743
H -1.4943 -3.5153 -0.3572 -0.011 -0.215 0.390 0.2350
H -1.0525 -2.0226 -3.2260 0.007 0.224 -0.344 0.2389
C 2.6172 2.9125 4.3747 0.062 0.087 0.257 -0.6330
C 2.3654 2.6215 2.9234 -0.081 -0.005 -0.260 -0.0225
C 3.0959 1.6177 2.2733 -0.268 0.170 -0.206 -0.1879
C 2.8208 1.2758 0.9510 -0.488 0.267 -0.089 -0.2369
C 1.7946 1.9448 0.2470 0.173 0.225 1.284 0.1054
N 1.3281 1.4687 -0.9790 0.369 -0.039 -0.854 -0.7878
C 1.1380 3.0295 0.8654 0.086 -0.465 -0.019 -0.2029
C 1.4032 3.3408 2.1977 0.332 -0.202 -0.036 -0.2101
H 1.9518 3.7055 4.7317 0.167 -0.149 -0.005 0.2210
H 2.4472 2.0185 4.9904 0.018 0.211 -0.133 0.2243
H 3.6546 3.2289 4.5478 -0.237 -0.039 -0.052 0.2314
H 3.8811 1.0989 2.8275 -0.214 0.088 -0.241 0.2246
H 3.3854 0.4906 0.4519 -0.101 0.063 0.109 0.2145
H 1.0389 2.1822 -1.6457 0.393 -0.207 0.183 0.3828
H 1.8845 0.7381 -1.4083 0.155 0.361 -0.014 0.3957
H 0.3918 3.5939 0.3027 0.114 -0.132 0.169 0.2011
H 0.8605 4.1474 2.6999 0.177 -0.253 -0.278 0.2238
```
Forces are in eV/Å.

Electronic energy in a.u.: -1303.05765
Orbital gap in eV: 4.8
Relative energy (zero: lowest compared OMol25 entry of this formula, charge and spin) in kcal per mole: 8.6
Charge: +1
HOMO in eV: -10.85

***

Entry 2:
Entry from OMol25: a molecular structure, C22H18IN4O2STi in a non-equilibrium geometry (wB97M-V/def2-TZVPD).

Geometry as XYZ:
```
49
Properties=species:S:1:pos:R:3:forces:R:3:mulliken_spin:R:1
Ti -0.1293 -0.4221 0.0414 -0.584 0.988 0.349 0.8616
O 1.1857 0.2596 1.2005 0.431 -0.034 0.081 -0.0077
C 2.4516 0.0867 1.4776 -0.098 -0.120 -0.096 0.0143
C 3.1197 0.9571 2.3529 0.076 -0.042 -0.051 -0.0048
C 4.4406 0.7343 2.6649 0.033 0.029 -0.002 0.0118
C 5.1491 -0.3502 2.1274 -0.037 0.006 -0.011 -0.0065
C 4.5060 -1.2031 1.2648 0.049 0.044 0.027 0.0089
C 3.1587 -1.0007 0.9211 -0.029 -0.242 -0.111 0.0088
C 2.5261 -1.9491 0.0369 0.175 0.229 0.050 0.0523
N 1.3273 -1.8807 -0.4266 -0.223 -0.331 -0.116 -0.0299
C 0.8595 -3.0053 -1.2652 0.062 0.079 0.129 0.0175
C -0.5608 -2.7432 -1.7681 -0.052 -0.003 0.101 0.0093
N -1.2985 -2.0131 -0.7404 0.233 -0.195 -0.028 -0.0256
C -2.5413 -2.2315 -0.5430 -0.167 0.086 0.221 0.0397
C -3.3526 -1.5768 0.4706 0.118 -0.209 -0.193 0.0145
C -4.6646 -2.0338 0.6526 -0.062 0.004 0.069 0.0055
C -5.4460 -1.5645 1.6843 0.025 -0.008 -0.024 -0.0044
C -4.9045 -0.6254 2.5661 0.013 0.023 0.020 0.0075
C -3.6260 -0.1381 2.3959 -0.123 0.046 -0.084 -0.0020
C -2.8369 -0.5780 1.3253 0.137 -0.043 -0.109 0.0029
O -1.6364 -0.0654 1.1427 -0.162 -0.293 -0.046 -0.0074
H 2.5706 1.7961 2.7575 -0.007 -0.009 0.014 0.0001
H 4.9461 1.4148 3.3393 -0.005 -0.004 0.001 0.0006
H 6.1850 -0.5107 2.3912 0.005 0.013 -0.012 -0.0002
H 5.0368 -2.0435 0.8311 -0.013 -0.012 0.016 0.0004
H 3.1455 -2.8031 -0.2502 0.006 0.009 -0.034 0.0031
H 0.8783 -3.9168 -0.6638 -0.004 -0.016 0.013 -0.0069
H 1.5361 -3.1344 -2.1112 -0.008 -0.066 -0.024 -0.0012
H -1.0566 -3.6884 -2.0027 0.027 -0.013 -0.089 -0.0007
H -0.5316 -2.1292 -2.6696 -0.015 0.071 0.026 -0.0005
H -3.0474 -2.9969 -1.1370 -0.001 -0.002 -0.015 0.0032
H -5.0581 -2.7758 -0.0333 0.018 -0.024 0.020 0.0002
H -6.4563 -1.9246 1.8179 0.000 -0.001 0.001 -0.0001
H -5.4987 -0.2688 3.3984 -0.010 0.010 -0.015 0.0004
H -3.2094 0.6046 3.0627 0.005 -0.006 0.005 0.0006
I 3.0221 1.4881 -2.3600 0.065 -0.045 0.042 0.0000
C 1.5284 2.8458 -1.7831 -0.070 0.044 -0.083 0.0007
C 1.1190 3.8168 -2.6865 -0.005 -0.020 0.004 0.0000
C 0.0803 4.6432 -2.2954 -0.013 0.011 0.019 -0.0004
C -0.4877 4.4722 -1.0408 0.020 0.004 -0.010 0.0007
C 0.0204 3.4806 -0.2200 -0.010 0.003 -0.017 -0.0002
N 1.0152 2.6735 -0.5890 0.081 0.092 0.096 0.0030
H 1.5813 3.9042 -3.6584 -0.015 -0.014 -0.003 0.0000
H -0.2886 5.4044 -2.9703 -0.007 -0.009 -0.001 0.0007
H -1.3106 5.0888 -0.7069 0.007 0.004 -0.003 0.0000
H -0.3887 3.3054 0.7691 0.003 -0.001 -0.005 -0.0013
S -1.4969 1.3241 -4.2403 0.178 -0.173 0.492 0.0274
C -0.9764 0.8192 -2.7880 -0.155 0.230 -0.566 0.0484
N -0.5851 0.4537 -1.7423 0.109 -0.090 -0.046 -0.0440
```
Forces are in eV/Å.

Electronic energy in a.u.: -2764.16193
Spin multiplicity: 2
Orbital gap (spin up / spin down) in eV: 7.1 / 7.6
Relative energy (zero: lowest compared OMol25 entry of this formula, charge and spin) in kcal per mole: 7.8
HOMO (spin up / spin down) in eV: -7.14 / -8.01

***

Entry 3:
Entry from OMol25: a molecular structure, C22H18LiN4OP in a non-equilibrium geometry (wB97M-V/def2-TZVPD).

Geometry as XYZ:
```
47
Properties=species:S:1:pos:R:3:forces:R:3:nbo_charge:R:1
Li 11.1394 10.8310 6.7547 -0.522 -0.629 0.403 0.9123
N 13.0851 9.8821 6.5568 -0.550 1.495 -1.130 -0.9077
C 13.9020 9.7926 7.7280 -0.182 -0.779 1.481 0.1212
C 15.2713 9.7289 7.5851 0.000 0.449 -0.398 -0.2222
C 16.0893 9.6480 8.6862 1.166 -0.046 0.624 -0.1929
C 15.5591 9.5296 9.9722 -0.783 -0.106 -0.978 -0.2019
C 14.1692 9.4159 10.1196 0.495 0.038 -0.353 -0.1829
C 13.3176 9.5791 9.0127 1.621 -0.135 -0.148 -0.3508
P 11.5464 9.4428 9.1150 -1.100 1.482 -1.400 0.8094
C 11.0708 9.7126 10.8000 0.171 0.090 1.032 -0.3966
C 11.5452 10.8917 11.4019 -0.399 -0.569 0.143 -0.2093
C 11.1356 11.2307 12.6842 -0.166 0.294 -0.326 -0.2049
C 10.1318 10.4896 13.3038 0.533 -0.585 0.128 -0.2050
C 9.7258 9.2776 12.7408 -0.613 0.338 0.575 -0.2185
C 10.1877 8.8772 11.5004 0.067 -0.181 -0.523 -0.1504
C 11.2373 7.7491 8.7249 -0.069 -1.125 -0.492 -0.3088
C 11.7577 6.7450 9.5386 0.324 -0.176 -0.065 -0.2040
C 11.6460 5.4196 9.1368 -0.213 -0.086 0.488 -0.2217
C 10.9673 5.1162 7.9654 -0.211 -0.553 -0.564 -0.1854
C 10.4973 6.1100 7.1049 0.125 -0.192 0.349 -0.1996
C 10.6180 7.4247 7.4977 0.337 0.597 0.765 -0.2073
H 13.2439 10.8146 6.0869 0.356 -1.454 0.368 0.3685
H 13.3603 9.1448 5.8999 -0.347 0.472 0.130 0.4048
H 15.6850 9.7972 6.5808 0.061 0.001 0.175 0.2142
H 17.1852 9.6549 8.5374 -0.747 0.019 0.181 0.2229
H 16.2212 9.4833 10.8087 0.202 -0.146 0.461 0.2221
H 13.7590 9.1428 11.0932 -0.002 0.356 -0.232 0.2276
H 12.2167 11.5395 10.8489 0.120 -0.053 0.130 0.2147
H 11.6036 12.0951 13.1450 -0.371 0.019 0.095 0.2192
H 9.7178 10.7766 14.2634 0.170 0.075 -0.034 0.2212
H 9.0068 8.6724 13.3071 0.282 0.166 -0.436 0.2248
H 9.8325 7.9355 11.0507 0.242 0.575 0.274 0.2265
H 12.2816 7.0043 10.4709 -0.271 -0.159 -0.459 0.2150
H 12.0489 4.6259 9.7716 -0.202 0.215 -0.257 0.2203
H 10.7624 4.0745 7.7021 0.346 0.290 0.070 0.2196
H 10.0530 5.8750 6.1443 -0.123 -0.116 0.204 0.2287
H 10.2285 8.2359 6.8966 -0.061 -0.026 -0.140 0.2349
N 8.3664 10.8707 8.8064 0.853 0.376 2.314 -0.8074
C 8.3757 10.4284 7.5469 -1.358 -1.106 -1.717 0.6923
O 9.3610 10.6443 6.7645 -0.809 0.276 0.532 -0.8607
C 7.1310 9.7354 7.1560 1.711 0.064 0.256 -0.5714
C 6.3571 9.0414 8.1233 -0.331 0.331 0.132 0.2868
N 5.6977 8.4971 8.9095 0.466 0.227 -0.227 -0.4101
C 6.8380 9.4975 5.7981 -0.058 -0.012 -0.530 0.3071
N 6.5361 9.3340 4.6918 0.223 0.007 0.321 -0.4037
H 9.2153 11.2488 9.2409 -0.492 -0.430 -0.617 0.3939
H 7.7362 10.4266 9.4802 0.108 0.415 -0.604 0.4153
```
Forces are in eV/Å.

Electronic energy in a.u.: -1492.33809
Orbital gap in eV: 6.3
Relative energy (zero: lowest compared OMol25 entry of this formula, charge and spin) in kcal per mole: 11.1
HOMO in eV: -7.03

***

Entry 4:
Entry from OMol25: a molecular structure, C22H19BiN7O9S2 (wB97M-V/def2-TZVPD).

Geometry as XYZ:
```
60
Properties=species:S:1:pos:R:3:forces:R:3:nbo_charge:R:1
Bi -0.4985 0.4746 -0.5875 0.304 0.363 0.401 2.0483
O -2.4280 0.1140 -4.4760 0.002 0.002 -0.035 -0.6601
C -1.9519 -0.0551 -3.3559 0.008 0.025 0.010 0.6251
N -1.5100 0.9007 -2.5234 0.107 0.022 -0.196 -0.7860
C -1.2475 2.2023 -3.1115 0.025 -0.059 0.068 -0.2878
C 0.2524 2.4072 -3.2127 -0.025 -0.170 -0.010 0.2556
C 0.8372 3.2770 -4.1222 -0.014 0.047 0.012 -0.2508
C 2.2172 3.3583 -4.1762 -0.019 0.025 -0.010 -0.1492
C 2.9817 2.5797 -3.3199 0.027 0.000 -0.009 -0.2677
C 2.3271 1.7540 -2.4254 -0.071 0.087 0.082 0.0846
N 0.9961 1.6729 -2.3839 0.090 0.028 0.104 -0.5072
C -1.7616 -1.4790 -2.8715 0.052 0.025 0.022 0.1451
C -2.3459 -2.5271 -3.5600 -0.044 -0.005 -0.010 -0.2069
C -2.0695 -3.8208 -3.1526 -0.016 0.008 -0.013 -0.1536
C -1.2098 -4.0247 -2.0852 0.002 -0.022 0.011 -0.2443
C -0.6656 -2.9232 -1.4476 -0.154 0.033 -0.007 0.0597
N -0.9452 -1.6788 -1.8368 0.021 -0.151 -0.158 -0.5006
H -1.7028 2.2609 -4.0994 0.014 0.006 -0.020 0.2379
H -1.6645 2.9885 -2.4807 -0.018 0.032 -0.035 0.2418
H 0.2121 3.8721 -4.7750 0.001 -0.028 -0.021 0.2185
H 2.6941 4.0228 -4.8859 0.008 -0.003 0.005 0.2121
H 4.0617 2.6151 -3.3373 -0.004 0.003 0.022 0.2220
H 2.8652 1.1441 -1.7095 -0.001 0.005 -0.001 0.2262
H -2.9898 -2.2962 -4.3959 0.005 -0.008 -0.002 0.2469
H -2.5177 -4.6630 -3.6646 0.004 0.004 0.005 0.2144
H -0.9612 -5.0189 -1.7411 -0.007 0.007 0.008 0.2235
H 0.0065 -3.0338 -0.6065 0.034 0.016 0.012 0.2312
C -2.0425 1.2455 4.8348 -0.001 -0.014 -0.021 -0.6407
C -1.0399 0.2334 4.3607 -0.047 0.051 0.004 0.0408
C -1.4366 -0.7773 3.4849 -0.001 0.065 -0.066 -0.2006
C -0.5151 -1.6545 2.9503 0.035 0.019 0.024 -0.1922
C 0.8164 -1.5309 3.3288 -0.013 -0.100 0.039 -0.3138
C 1.2344 -0.5639 4.2290 -0.052 0.019 -0.055 -0.1782
C 0.2958 0.3170 4.7374 0.021 0.005 -0.006 -0.2005
S 2.0034 -2.5734 2.5974 0.007 -0.017 -0.043 2.3178
O 3.1451 -2.6716 3.4541 -0.006 -0.032 -0.022 -0.9302
O 1.3755 -3.7342 2.0502 0.039 0.063 -0.022 -0.9179
N 2.5615 -1.6543 1.2657 0.000 -0.149 0.060 -0.4436
C 3.4166 -0.4966 1.4701 -0.157 0.247 -0.108 -0.4027
C 2.6597 0.8789 1.4211 0.133 -0.145 0.025 0.7789
O 3.4385 1.8309 1.4711 -0.101 0.152 -0.048 -0.7115
O 1.4061 0.8413 1.3450 0.117 -0.054 -0.253 -0.8039
H -2.9887 0.7706 5.0971 0.008 -0.005 0.014 0.2137
H -2.2382 1.9536 4.0264 0.031 -0.005 0.014 0.2583
H -1.6731 1.8002 5.6969 -0.007 -0.006 0.003 0.2066
H -2.4760 -0.8535 3.1953 -0.070 -0.017 -0.057 0.2309
H -0.8145 -2.4288 2.2556 -0.023 0.003 0.002 0.2401
H 2.2779 -0.4953 4.5041 -0.010 0.007 0.025 0.2344
H 0.6109 1.0990 5.4171 -0.001 -0.002 -0.006 0.2119
H 4.1644 -0.4573 0.6822 0.058 -0.163 0.019 0.2396
H 3.9056 -0.6171 2.4313 0.061 0.015 -0.018 0.2440
O 2.3240 -1.1915 -0.8123 -0.070 -0.067 0.209 -0.4226
N 1.9609 -1.8986 0.1170 0.083 0.144 -0.158 0.2412
S -4.5441 -1.9909 0.7508 -0.098 -0.124 0.065 -0.2463
C -3.4117 -0.9358 0.3019 0.165 0.093 -0.012 0.2063
N -2.5875 -0.1671 -0.0253 -0.414 -0.075 0.227 -0.7609
O -0.9486 2.7473 -0.3002 -0.202 -0.148 -0.124 -0.6393
N -1.2281 2.9147 0.9625 0.728 -0.007 0.158 0.7353
O -1.3211 4.0411 1.3929 -0.278 0.013 -0.058 -0.4103
O -1.3131 1.8953 1.6503 -0.268 -0.057 -0.045 -0.4637
```
Forces are in eV/Å.

Electronic energy in a.u.: -2921.20208
Orbital gap in eV: 8.4
Relative energy (zero: lowest compared OMol25 entry of this formula, charge and spin) in kcal per mole: 0.0
Charge: -1
HOMO in eV: -6.03